This record from OMol25 describes C5H6N2 as an isolated structure at a distorted geometry. The level of theory is wB97M-V/def2-TZVPD.

Geometry as ORCA input:
```
! wB97M-V def2-TZVPD RIJCOSX def2/J DEFGRID3
* xyz 0 1
C 2.45 0.03 -0.50
C 1.60 -0.69 -1.24
C -1.82 -0.44 0.31
C -2.26 0.75 0.75
C 1.37 0.38 0.45
N -0.68 -0.78 -0.35
N 0.50 -0.32 -0.27
H 3.50 0.27 -0.56
H 1.49 -1.27 -2.12
H -2.51 -1.28 0.30
H -1.64 1.63 0.73
H -3.26 0.85 1.11
H 1.26 0.88 1.39
*
```

- Largest force on an atom: 0.032 Eh/bohr


This record from OMol25 describes one molecule with the formula C5H6N2 at a distorted geometry. The level of theory is wB97M-V/def2-TZVPD.

Geometry as ORCA input:
```
! wB97M-V def2-TZVPD RIJCOSX def2/J DEFGRID3
* xyz 0 1
C 1.02 -0.06 0.58
C 1.44 -0.50 -0.86
C -0.06 -0.44 -0.88
N -0.85 0.49 -1.30
C -1.70 0.69 -0.21
C -1.36 -0.07 0.86
N -0.27 -0.88 0.47
H 0.50 0.89 0.73
H 1.66 -0.15 1.45
H 2.00 0.17 -1.52
H 1.84 -1.52 -0.90
H -2.48 1.44 -0.28
H -1.74 -0.06 1.87
*
```

- Largest force on an atom: 0.036 Eh/bohr


This record from OMol25 describes one molecule with the formula C5H6N2 at a distorted geometry. The level of theory is wB97M-V/def2-TZVPD.

Geometry as ORCA input:
```
! wB97M-V def2-TZVPD RIJCOSX def2/J DEFGRID3
* xyz 0 1
C 1.23 1.25 -0.74
C 0.75 1.31 0.50
C -0.41 0.43 0.93
N 0.17 -0.90 0.82
C -0.25 -1.71 -0.06
C -1.49 -1.62 -0.81
N -2.52 -1.66 -1.33
H 2.12 1.80 -1.04
H 0.79 0.60 -1.50
H 1.27 1.88 1.27
H -1.29 0.58 0.29
H -0.71 0.63 1.96
H 0.35 -2.59 -0.28
*
```

- SMILES: C=CC/N=C\C#N
- Largest force on an atom: 0.022 Eh/bohr


This record from OMol25 describes one molecule with the formula C5H6N2 at a distorted geometry. The level of theory is wB97M-V/def2-TZVPD.

Geometry as ORCA input:
```
! wB97M-V def2-TZVPD RIJCOSX def2/J DEFGRID3
* xyz 0 1
C 1.76 1.21 -0.74
C 1.03 0.98 0.47
C 1.16 0.79 -1.79
C -1.15 0.02 1.18
C -1.12 -1.49 1.31
N 0.58 0.48 -2.79
N -0.15 0.63 0.66
H 2.75 1.44 -0.50
H -1.85 0.55 1.63
H -0.61 -2.00 0.56
H -2.11 -1.77 1.41
H -0.47 -1.87 2.11
H 0.17 1.04 -3.51
*
```

- Largest force on an atom: 0.096 Eh/bohr


This record from OMol25 describes one molecule with the formula C5H6N2. The level of theory is wB97M-V/def2-TZVPD.

Geometry as ORCA input:
```
! wB97M-V def2-TZVPD RIJCOSX def2/J DEFGRID3
* xyz 0 1
C -1.18 -1.28 0.01
C -1.18 1.54 0.12
C -0.07 0.86 -0.19
N 1.20 1.28 -0.49
C 1.95 0.24 -0.19
C 1.25 -0.93 0.19
N -0.06 -0.60 0.05
H -2.02 -0.83 -0.49
H -1.24 -2.28 0.42
H -1.27 2.60 -0.09
H -1.99 1.05 0.64
H 3.03 0.29 -0.28
H 1.58 -1.95 0.30
*
```

- Largest force on an atom: 0.006 Eh/bohr


This record from OMol25 describes one molecule with the formula C5H6N2 at a distorted geometry. The level of theory is wB97M-V/def2-TZVPD.

Geometry as ORCA input:
```
! wB97M-V def2-TZVPD RIJCOSX def2/J DEFGRID3
* xyz 0 1
N -1.95 2.07 -1.22
C -0.88 1.66 -1.32
C 0.48 1.21 -1.38
C 0.79 0.04 -0.80
N -0.28 -0.60 -0.15
C -0.19 -0.25 1.27
C -0.28 -1.66 0.83
H 1.22 1.92 -1.72
H 1.82 -0.28 -0.68
H 0.82 0.06 1.55
H -0.99 0.38 1.65
H 0.57 -2.33 0.97
H -1.23 -2.19 0.87
*
```

- SMILES: N#C/C=C\N1CC1
- Largest force on an atom: 0.020 Eh/bohr


The records above give, respectively, energy above the lowest of the compared OMol25 structures with the same formula, charge and spin values of 571.4; 266.8; 201.5; 433.7; 263.4; 257.8 kJ/mol.